122
Properties=species:S:1:pos:R:3:lowdin_spin:R:1 method="wB97M-V/def2-TZVPD" homo_energy_ev="-6.619 / -7.958" s_squared=0.75 spin_multiplicity=2 e_lumo_ev="0.34 / -0.16"
Sc 0.56664 0.56197 -0.61619 0.028
Br 4.50233 3.72440 -1.43865 0.000
C 5.03956 2.01415 -2.04820 0.000
C 6.36726 1.82318 -2.39279 0.000
C 6.78665 0.59232 -2.87676 0.000
C 5.87596 -0.44391 -3.03503 0.000
C 4.54666 -0.23376 -2.70450 0.000
C 4.12618 0.99426 -2.19299 0.000
C 2.70277 1.04951 -1.78367 0.000
O 2.43091 1.51484 -0.62890 0.003
O 1.78259 0.57802 -2.48745 0.001
H 7.06722 2.63949 -2.28555 0.000
H 7.82646 0.45140 -3.13503 0.000
H 6.19124 -1.40427 -3.41765 0.000
H 3.81161 -1.01599 -2.83553 0.000
C -7.78319 -0.04424 -1.33532 0.000
C -6.43419 0.00828 -0.68511 0.000
C -6.27025 0.64801 0.54186 0.000
C -5.02717 0.72988 1.14133 0.000
C -3.92928 0.16977 0.49636 0.000
C -4.06692 -0.47622 -0.72135 0.000
C -5.32280 -0.55497 -1.29690 0.000
S -2.36129 0.18893 1.26943 0.004
O -1.40816 0.18696 0.16026 0.005
O -2.20408 -0.87644 2.21539 0.005
N -2.36964 1.56356 2.11232 0.000
C -2.44375 2.89321 1.49972 0.000
C -1.09447 3.60717 1.35479 0.001
C -0.19472 2.68965 0.57638 0.003
O -0.25667 2.65388 -0.68217 0.001
O 0.44447 1.81351 1.21962 0.045
H -8.57456 -0.12787 -0.59308 0.000
H -7.86427 -0.88909 -2.01562 0.000
H -7.96969 0.86266 -1.91044 0.000
H -7.12927 1.08085 1.03640 0.000
H -4.90952 1.20975 2.09906 0.000
H -3.21342 -0.91342 -1.21371 0.000
H -5.43164 -1.05900 -2.24623 0.000
H -1.77869 1.46790 2.93205 0.000
H -3.11308 3.48625 2.12791 0.000
H -2.91986 2.78869 0.52380 0.000
H -0.66748 3.81943 2.33518 0.000
H -1.26267 4.53531 0.81146 0.000
C 3.76301 -0.11097 1.86714 0.087
Ge 1.97609 -0.45583 2.57580 0.461
C 1.94224 -2.16174 3.53269 0.092
C 3.07110 -2.54304 4.26197 0.018
C 3.07823 -3.70423 5.01969 0.004
C 1.95502 -4.51483 5.05779 0.001
C 0.83156 -4.16223 4.32859 -0.001
C 0.83051 -2.99858 3.57407 0.011
C 1.64680 1.04062 3.81671 0.070
C 2.52031 2.09809 3.81510 0.030
C 2.27843 3.28258 4.55148 0.001
C 1.13425 3.42128 5.27229 0.020
C 0.18775 2.36505 5.30681 0.001
C -1.02308 2.49776 6.03108 0.002
C -1.94245 1.48932 6.05423 -0.003
C -1.67953 0.29153 5.35671 0.003
C -0.51343 0.14099 4.66087 0.004
C 0.45355 1.17338 4.59833 0.011
H 4.45557 -0.11375 2.70988 0.014
H 3.80750 0.85555 1.36617 0.000
H 4.06418 -0.87042 1.15642 0.000
H 3.96142 -1.93006 4.25026 0.002
H 3.96233 -3.97458 5.58318 0.001
H 1.95669 -5.42178 5.64819 0.000
H -0.04454 -4.79652 4.34330 0.000
H -0.05565 -2.74688 3.00523 0.003
H 3.42079 2.06356 3.22218 0.002
H 3.00300 4.08475 4.52041 0.000
H 0.92884 4.32796 5.82676 0.001
H -1.20401 3.42088 6.56759 0.000
H -2.86382 1.60377 6.60910 0.000
H -2.40307 -0.51102 5.36893 0.000
H -0.33297 -0.78412 4.13343 0.005
C 0.23863 3.38122 -5.12178 0.000
N -0.48179 2.14600 -4.84703 0.000
C 0.28445 0.95962 -5.15990 0.000
C -1.44283 2.10393 -3.89795 0.000
S -1.67272 0.81017 -2.84845 0.000
N -2.23804 3.20256 -3.82424 0.000
C -2.63989 3.93091 -5.01300 0.000
C -3.07303 3.43491 -2.66615 0.000
H 1.27148 3.26356 -4.78433 0.000
H -0.20437 4.20944 -4.57713 0.000
H 0.24254 3.60885 -6.18934 0.000
H 0.71803 1.09573 -6.15050 0.000
H -0.36420 0.08873 -5.16172 0.000
H 1.08545 0.80262 -4.43178 0.000
H -2.20139 3.47502 -5.89720 0.000
H -2.34150 4.98089 -4.96913 0.000
H -3.72835 3.88545 -5.10280 0.000
H -2.57277 3.05370 -1.77915 0.000
H -4.04746 2.94846 -2.77489 0.000
H -3.22255 4.51104 -2.57202 0.000
O 0.97912 -1.36487 -0.53218 0.053
C 0.92915 -2.64922 -1.06175 0.002
C 1.66737 -3.61585 -0.14615 0.001
C 1.21133 -4.76818 0.42395 0.000
C 2.18573 -5.41942 1.22429 0.000
C 3.37160 -4.75624 1.23056 0.000
S 3.31177 -3.35098 0.26899 0.002
C 1.53991 -2.70307 -2.44006 0.001
C 1.10281 -2.01996 -3.53130 0.001
C 1.81266 -2.33889 -4.71189 0.000
C 2.77583 -3.28246 -4.48758 0.001
S 2.82041 -3.77194 -2.86021 0.000
C -0.51286 -3.10830 -1.15645 0.000
C -1.40132 -3.05246 -0.12612 0.000
C -2.63113 -3.69439 -0.41968 0.000
C -2.63848 -4.23273 -1.67440 0.000
S -1.16650 -3.95721 -2.49002 0.000
H 0.20721 -5.13125 0.28727 0.000
H 2.00464 -6.32447 1.77821 0.000
H 4.26706 -5.01126 1.76517 0.000
H 0.29304 -1.30447 -3.48074 0.000
H 1.62496 -1.89617 -5.67633 0.000
H 3.46552 -3.70421 -5.19586 0.000
H -1.15828 -2.59541 0.81448 0.000
H -3.46538 -3.74592 0.26101 0.000
H -3.44034 -4.75794 -2.16157 0.000

=====

8
Properties=species:S:1:pos:R:3:lowdin_charge:R:1 method="wB97M-V/def2-TZVPD" homo_energy_ev=-9.148 smiles="C1=CC=1.S" e_lumo_ev=1.08
C 2.77652 0.39007 -0.64502 -0.115
C 2.15513 -0.22988 0.35691 -0.074
C 1.43783 0.75614 -0.41158 0.018
S -3.54202 -0.38800 -0.07011 0.516
H 3.54345 0.62054 -1.34493 0.082
H 2.36012 -0.90595 1.19790 0.096
H -3.96182 0.00280 1.13724 -0.211
H -4.76921 -0.24572 -0.22042 -0.311

=====

20
Properties=species:S:1:pos:R:3:lowdin_charge:R:1 method="wB97M-V/def2-TZVPD" homo_energy_ev=-9.124 smiles="Cc1cc(C)n(C(=S)SC=O)n1" e_lumo_ev=-0.79
C -1.77177 0.44625 -0.08507 0.016
C -1.87678 -0.92874 0.06698 -0.362
C -0.41603 0.73427 0.03070 -0.238
C 4.07393 0.44129 -0.34553 -0.596
C 1.58001 -0.87461 0.40049 -0.917
C -3.13717 -1.77819 0.02555 -0.014
C 0.21958 2.03590 -0.04342 -0.097
N -0.73789 -1.53050 0.27264 0.112
N 0.22748 -0.50633 0.28626 -0.144
O 5.01206 1.20215 -0.36831 -0.019
S 2.08771 -2.36923 0.42986 0.761
S 2.76950 0.73789 0.80967 0.913
H -2.43421 1.15216 -0.50168 0.105
H 3.68829 -0.33741 -0.94663 0.037
H -3.95237 -0.95475 0.31453 0.126
H -3.38310 -2.08312 -0.99337 0.074
H -3.10101 -2.65286 0.55631 0.036
H 0.55739 2.49122 0.93404 0.097
H 1.11807 1.98115 -0.57605 0.020
H -0.52370 2.79347 -0.26697 0.089

=====

82
Properties=species:S:1:pos:R:3:lowdin_spin:R:1 method="wB97M-V/def2-TZVPD" homo_energy_ev="-12.527 / -12.540" total_charge=+2 s_squared=3.77 spin_multiplicity=4 e_lumo_ev="-7.73 / -7.88"
Re 0.31255 1.21695 -3.81495 -0.011
C -1.02639 -2.14023 0.33963 0.319
C 0.20667 -2.58426 -0.21974 0.305
C 0.54098 -0.49275 0.67192 0.323
C -0.82854 -0.83409 0.86510 0.328
C 1.17847 -1.57306 -0.00809 0.317
C -2.28682 -2.90583 0.40622 0.046
H -2.24065 -3.79650 -0.23138 0.000
H -3.14638 -2.28823 0.10128 0.011
H -2.48734 -3.24959 1.43376 0.019
C -1.82063 0.01866 1.55546 0.048
H -2.84390 -0.33960 1.36824 0.001
H -1.73431 1.07374 1.23067 0.010
H -1.65704 0.00242 2.64849 0.022
C 1.16588 0.76298 1.11788 0.050
H 1.46498 0.71705 2.18028 0.022
H 0.45767 1.59192 0.98455 0.007
H 2.06850 1.00201 0.53062 0.003
C 2.58710 -1.63848 -0.46656 0.045
H 3.09665 -2.53838 -0.08167 0.013
H 3.15743 -0.75966 -0.13477 -0.001
H 2.65421 -1.67272 -1.56544 0.016
C 0.46889 -3.89412 -0.84930 0.044
H 0.79280 -4.64266 -0.10556 0.020
H 1.26864 -3.80148 -1.59808 0.004
H -0.43186 -4.27986 -1.34661 0.004
C -0.36058 2.24853 -5.31317 0.000
C -1.15394 1.01505 -5.13054 0.000
C -0.97764 -0.17484 -6.04813 0.000
C 0.16163 -1.10302 -5.58547 0.000
C 1.03038 -0.42400 -4.56215 0.000
C 1.81230 0.77508 -5.00466 0.002
C 1.67107 1.27962 -6.43756 0.001
C 0.50056 2.28682 -6.56366 0.001
H -0.81550 0.12817 -7.09214 0.000
H 0.78023 -1.41539 -6.44474 0.000
H -1.92116 -0.74065 -5.99770 0.000
H -0.10356 2.07174 -7.45967 0.000
H -0.87202 3.18047 -5.06509 0.000
H -2.23624 1.23505 -4.97610 0.000
H 0.90025 3.30886 -6.68837 0.000
H 2.59760 1.82607 -6.66747 0.000
H 2.84209 0.82061 -4.64542 0.000
H 1.56445 0.44904 -7.16221 0.000
H -0.26272 -2.02665 -5.16303 0.000
H 1.55114 -1.11162 -3.88624 0.000
P -2.66380 -0.14198 -3.43820 -0.001
C -4.28701 0.46358 -2.94874 0.000
C -2.47248 -1.92846 -3.28591 0.001
P 1.88640 2.02603 -1.70301 0.008
C -1.28713 0.55669 -2.45024 0.007
C 3.56509 1.57037 -2.28538 0.001
C 1.97538 3.81772 -2.03214 0.002
H -4.24838 0.91868 -1.94592 0.000
H -4.99295 -0.38097 -2.95758 0.000
H -4.62482 1.19439 -3.70280 0.000
H -2.65683 -2.38368 -4.27259 0.000
H -3.21549 -2.29732 -2.56369 0.000
H -1.46180 -2.19019 -2.93702 0.001
H 2.01255 3.96093 -3.12030 0.000
H 2.87340 4.23897 -1.55679 0.000
H 1.07950 4.29364 -1.61998 0.002
H -0.92001 -0.18089 -1.72429 0.004
H -1.64676 1.44060 -1.88763 0.001
H 4.31459 1.85464 -1.53025 0.000
H 3.76092 2.09415 -3.23042 0.000
H 3.60127 0.48291 -2.44110 0.000
C -1.60066 4.00158 -1.35732 0.051
C -1.29671 4.15822 0.07528 0.299
C -1.15095 5.41458 0.75584 0.100
C -0.89078 5.10622 2.09495 0.149
C -0.88216 3.67651 2.18738 0.281
C -0.65143 2.92126 3.42820 0.051
N -1.12143 3.13098 0.95992 0.006
H -0.78093 3.49716 -1.89788 0.015
H -1.74607 4.99449 -1.81204 -0.001
H -2.52387 3.42074 -1.50660 0.014
H -1.23819 6.37720 0.26713 0.001
H -0.71798 5.76650 2.93903 0.003
H 0.26155 3.28928 3.91918 0.013
H -0.54715 1.84526 3.24636 0.000
H -1.48569 3.07768 4.12846 0.018

=====

What relative energy (zero: lowest compared OMol25 entry of this formula, charge and spin) values result from the calculations? In sequence: 15.34, 342.22, 136.42, 150.57 kJ/mol.